<1>
Below is the molecule C6H11NO, with properties calculated with wB97M-V/def2-TZVPD.

Each line ends with the Mulliken charge.
Positions of all 19 atoms, in Å:
C1 1.741 -0.765 1.293  -1.829
C2 0.611 1.232 -1.860  -1.465
C3 -0.584 -0.508 0.372  0.643
C4 0.828 -0.151 0.256  0.862
N1 -2.938 -0.038 0.195  -0.518
C5 -1.602 0.340 0.153  -0.576
C6 1.333 0.642 -0.695  -0.351
O1 -0.901 -1.795 0.806  -0.592
H1 -0.087 -2.302 0.868  0.312
H2 -3.564 0.653 0.583  0.223
H3 -3.061 -0.954 0.604  0.263
H4 -1.412 1.368 -0.103  0.391
H5 2.391 0.870 -0.654  0.345
H6 2.051 -1.771 1.000  0.380
H7 2.642 -0.167 1.401  0.415
H8 1.244 -0.824 2.260  0.384
H9 -0.315 0.698 -2.056  0.437
H10 0.374 2.281 -1.680  0.278
H11 1.247 1.189 -2.744  0.398

- Kohn-Sham gap (eV) = 8.149
- structure (SMILES) = C/C=C(C)\C(O)=C\N
- LUMO (eV) = 0.884
- E_HOMO (eV) = -7.265

<2>
Below is a structure of composition C6H11NO, with properties calculated with wB97M-V/def2-TZVPD.

Each line ends with the Mulliken charge.
Positions of all 19 atoms, in Å:
C1 -2.797 -0.356 -0.097  -0.979
C2 -1.298 -0.926 0.308  -0.452
C3 -0.090 -0.054 -0.149  0.829
C4 -0.120 1.238 -0.076  -0.868
C5 2.200 -0.527 -0.023  0.459
C6 2.490 0.919 0.035  -1.084
H1 -3.036 -0.032 -1.232  0.282
H2 -3.206 0.803 0.487  0.230
H3 -3.558 -1.164 0.385  0.280
H4 -1.411 -1.479 1.251  0.307
H5 -1.019 -2.023 -0.298  0.116
H6 0.491 2.104 0.187  0.206
H7 -1.062 1.674 0.059  0.174
H8 0.468 -1.756 -0.764  0.187
H9 2.124 1.850 -0.628  0.308
H10 2.326 1.207 1.081  0.351
H11 3.475 0.777 -0.210  0.380
N1 0.881 -0.927 -0.421  -0.123
O1 3.142 -1.327 0.107  -0.602

- Kohn-Sham gap (eV) = 9.567
- LUMO (eV) = 0.752
- E_HOMO (eV) = -8.815

<3>
Below is the molecule C6H11NO, with properties calculated with wB97M-V/def2-TZVPD.

Each line ends with the Mulliken charge.
Positions of all 19 atoms, in Å:
C1 -0.680 -0.154 0.036  -0.275
C2 0.933 -1.460 -0.276  -0.791
C3 0.791 0.115 -0.060  2.045
C4 1.244 0.595 1.327  -1.171
C5 1.329 0.983 -1.182  -1.463
C6 -2.922 -0.002 -0.008  -0.794
N1 -0.508 -1.679 -0.035  -0.572
O1 -1.702 0.672 0.080  -0.347
H1 1.286 -2.036 -1.159  0.297
H2 1.434 -1.911 0.562  0.222
H3 2.057 1.376 1.271  0.334
H4 1.543 -0.426 1.745  0.250
H5 0.428 0.984 1.878  0.294
H6 2.480 0.919 -1.068  0.347
H7 1.008 2.108 -1.088  0.302
H8 1.101 0.542 -2.228  0.366
H9 -3.237 -0.353 1.055  0.259
H10 -2.863 -0.918 -0.472  0.435
H11 -3.722 0.645 -0.380  0.262

- Kohn-Sham gap (eV) = 9.459
- structure (SMILES) = COC1=NCC1(C)C
- LUMO (eV) = 0.880
- E_HOMO (eV) = -8.579

Energies relative to the most stable structure are <1> 0.0000; <2> 0.1511; <3> 0.1033, reported in hartree.

<1>
Below is the molecule C6H11NO, with properties calculated with wB97M-V/def2-TZVPD.

Each line ends with the Mulliken charge.
Positions of all 19 atoms, in Å:
C1 1.845 -0.325 0.812  -1.343
C2 -0.792 -1.572 -0.764  -1.497
C3 0.592 1.386 -0.518  0.280
C4 0.657 0.293 0.153  -0.131
C5 -0.750 -0.432 0.251  1.496
N1 0.859 2.536 -1.078  -0.361
C6 -1.246 -0.696 1.519  -1.400
O1 -1.449 0.885 -0.496  -0.556
H1 -2.196 0.634 -1.065  0.241
H2 1.004 2.579 -2.078  0.260
H3 0.489 3.380 -0.660  0.271
H4 2.166 -1.204 0.246  0.282
H5 2.687 0.360 0.904  0.393
H6 1.521 -0.668 1.799  0.344
H7 -0.560 -1.212 -1.768  0.382
H8 -1.785 -2.021 -0.775  0.405
H9 -0.071 -2.349 -0.503  0.348
H10 -1.731 -1.639 1.732  0.261
H11 -1.239 0.064 2.289  0.327

- Kohn-Sham gap (eV) = 6.284
- LUMO (eV) = 0.403
- E_HOMO (eV) = -5.882

<2>
Below is a cluster of 2 separate species, C6H11NO in total, with properties calculated with wB97M-V/def2-TZVPD.

Each line ends with the Mulliken charge.
Positions of all 19 atoms, in Å:
C1 -1.849 -0.413 0.278  -0.964
C2 -1.775 1.093 0.329  -0.058
C3 -2.480 1.901 -0.444  -0.219
O1 -2.254 3.258 -0.411  -0.500
H1 -2.848 -0.815 0.438  0.374
H2 -1.445 -0.749 -0.673  0.248
H3 -1.200 -0.790 1.065  0.167
H4 -1.089 1.617 0.988  0.329
H5 -3.175 1.602 -1.222  0.295
H6 -2.928 3.778 -0.862  0.332
C4 2.076 -1.540 0.817  -0.053
C5 3.319 -1.988 0.650  -0.649
C6 1.611 -0.194 -0.983  -0.386
N1 1.254 -1.167 -0.254  -0.338
H7 1.530 -1.502 1.754  0.288
H8 3.740 -2.135 -0.334  0.276
H9 3.912 -2.303 1.497  0.253
H10 1.069 0.007 -1.900  0.272
H11 2.531 0.341 -0.732  0.334

- Kohn-Sham gap (eV) = 9.418
- structure (SMILES) = C/C=C/O.C=CN=C
- LUMO (eV) = 0.912
- E_HOMO (eV) = -8.506

<3>
Below is a structure of composition C6H11NO, with properties calculated with wB97M-V/def2-TZVPD.

Each line ends with the Mulliken charge.
Positions of all 19 atoms, in Å:
C1 0.470 -1.008 1.019  -1.167
C2 0.361 -0.459 -0.244  0.938
C3 -0.855 -0.781 -0.990  -0.846
C4 -1.748 0.158 -0.057  -0.593
C5 0.271 0.990 -0.114  0.120
C6 1.888 0.887 -0.086  -0.507
H1 0.964 -0.405 1.851  0.281
H2 1.114 -2.134 1.053  0.208
H3 -0.474 -1.057 1.613  0.281
H4 -1.222 -1.808 -1.019  0.351
H5 -0.982 -0.445 -2.068  0.288
H6 -2.742 0.273 -0.601  0.361
H7 -1.861 -0.731 0.843  0.116
H8 -1.124 2.261 0.295  0.268
H9 0.211 1.148 -1.160  0.369
H10 2.564 1.609 -0.721  0.267
H11 2.578 0.588 0.871  0.198
N1 -1.002 1.301 0.343  -0.370
O1 1.590 -0.387 -0.827  -0.564

- Kohn-Sham gap (eV) = 9.258
- LUMO (eV) = 0.907
- E_HOMO (eV) = -8.351

Energies relative to the most stable structure are <1> 0.0909; <2> 0.0000; <3> 0.1412, reported in hartree.

<1>
Below is the molecule C6H11NO, with properties calculated with wB97M-V/def2-TZVPD.

Each line ends with the Mulliken charge.
Positions of all 19 atoms, in Å:
C1 -2.691 0.409 -0.631  -0.432
C2 -1.933 -0.779 0.146  -0.673
C3 -0.554 -0.521 0.547  -0.171
C4 0.442 -0.036 -0.175  0.042
C5 1.816 -0.126 0.245  -0.237
C6 2.905 0.240 -0.449  -0.366
O1 4.188 -0.150 0.005  -0.490
N1 -3.772 0.706 0.420  -0.686
H1 -1.985 1.298 -0.852  0.226
H2 -2.900 0.345 -1.699  0.421
H3 -2.409 -1.056 1.170  0.348
H4 -1.913 -1.739 -0.485  0.215
H5 -0.212 -0.876 1.542  0.220
H6 0.306 0.382 -1.221  0.183
H7 1.971 -0.487 1.211  0.281
H8 2.821 0.699 -1.438  0.290
H9 4.847 0.038 -0.675  0.326
H10 -3.162 1.075 1.276  0.258
H11 -4.374 1.460 0.099  0.244

- Kohn-Sham gap (eV) = 8.733
- structure (SMILES) = NCC/C=C/C=C/O
- LUMO (eV) = 0.845
- E_HOMO (eV) = -7.888

<2>
Below is the molecule C6H11NO, with properties calculated with wB97M-V/def2-TZVPD.

Each line ends with the Mulliken charge.
Positions of all 19 atoms, in Å:
C1 -0.608 0.123 -2.037  -0.677
C2 2.182 -0.838 0.395  -1.392
C3 -1.400 0.010 0.446  0.584
C4 0.956 -0.023 0.693  0.852
N1 1.163 1.252 1.124  -0.425
C5 -0.267 -0.672 0.878  -0.722
C6 -2.642 0.228 0.828  -1.011
O1 -0.817 0.905 -0.893  -0.458
H1 1.940 1.740 0.698  0.247
H2 0.322 1.818 1.177  0.273
H3 -0.308 -1.755 0.909  0.296
H4 -0.867 -0.946 -1.934  0.319
H5 0.438 0.187 -2.374  0.223
H6 -1.237 0.499 -2.857  0.261
H7 2.972 -0.227 -0.048  0.438
H8 2.572 -1.275 1.319  0.308
H9 1.939 -1.643 -0.302  0.330
H10 -3.360 0.693 0.164  0.273
H11 -2.977 -0.076 1.815  0.279

- Kohn-Sham gap (eV) = 8.523
- structure (SMILES) = C=C(/C=C(/C)N)OC
- LUMO (eV) = 0.894
- E_HOMO (eV) = -7.628

<3>
Below is the molecule C6H11NO, with properties calculated with wB97M-V/def2-TZVPD.

Each line ends with the Mulliken charge.
Positions of all 19 atoms, in Å:
C1 -1.829 0.966 -0.001  -0.784
C2 0.053 -1.934 -1.084  -1.368
C3 -0.339 -1.103 0.123  1.095
O1 -0.602 0.348 -0.382  -0.364
N1 -1.163 -1.489 1.039  -0.817
H1 -1.230 -2.501 1.079  0.236
H2 -2.190 0.636 0.974  0.381
H3 -2.607 0.760 -0.739  0.228
H4 -1.636 2.040 0.032  0.256
H5 0.455 -2.896 -0.760  0.396
H6 -0.830 -2.103 -1.703  0.345
H7 0.810 -1.427 -1.680  0.340
C4 1.596 2.114 0.148  -1.217
C5 1.236 0.736 0.438  0.591
C6 1.286 -0.454 0.827  -0.620
H8 1.564 2.315 -0.924  0.283
H9 2.619 2.288 0.496  0.350
H10 0.943 2.816 0.671  0.282
H11 1.864 -1.111 1.445  0.387

- Kohn-Sham gap (spin up / spin down) (eV) = 8.421 / 8.419
- LUMO (spin up / spin down) (eV) = 0.631 / 0.630
- E_HOMO (spin up / spin down) (eV) = -7.790 / -7.789

Energies relative to the most stable structure are <1> 0.0000; <2> 0.0080; <3> 0.0804, reported in hartree.